No. 1
{"formula": "C5H14NO2", "method": "ωB97M-V/def2-TZVPD", "species": ["C", "C", "C", "C", "N", "C", "O", "H", "H", "H", "H", "H", "H", "H", "H", "H", "H", "H", "H", "H", "H", "O"], "xyz": [[0.085, -0.477, -0.277], [-0.792, -1.204, 0.779], [-2.043, -1.795, 0.113], [-0.945, -0.334, 2.027], [1.484, -0.376, 0.213], [2.182, 0.731, -0.579], [1.559, 1.879, -0.790], [0.221, -0.932, -1.264], [-0.490, 0.465, -0.511], [-0.197, -2.017, 1.174], [-1.915, -2.702, -0.458], [-2.416, -1.130, -0.667], [-2.731, -1.793, 1.004], [-1.072, -0.873, 3.039], [0.030, 0.106, 2.136], [-1.738, 0.430, 1.937], [1.506, -0.099, 1.190], [3.159, 0.666, -0.066], [2.295, 0.231, -1.553], [1.021, 2.478, -2.183], [0.060, 3.601, -2.376], [0.740, 3.145, -2.889]], "nbo_charge": [-0.230, -0.233, -0.613, -0.605, -0.678, 0.138, -0.939, 0.186, 0.181, 0.186, 0.208, 0.201, 0.196, 0.187, 0.216, 0.197, 0.317, 0.079, 0.072, 0.515, 0.440, -1.021], "charge": -1, "homo_ev": -3.35, "lumo_energy_ev": 3.647, "gap_ev": 7.001, "relative_energy_kj_mol": 88.8}

No. 2
{"formula": "C7H14", "method": "ωB97M-V/def2-TZVPD", "species": ["C", "C", "C", "C", "C", "C", "C", "H", "H", "H", "H", "H", "H", "H", "H", "H", "H", "H", "H", "H", "H"], "xyz": [[-0.111, 1.938, -0.812], [-0.918, 1.522, 0.156], [-1.675, 0.211, 0.156], [-0.986, -1.005, -0.491], [0.181, -1.671, 0.262], [1.498, -0.924, 0.297], [1.977, -0.170, -0.685], [0.455, 2.861, -0.742], [0.026, 1.355, -1.715], [-1.074, 2.163, 1.026], [-1.960, -0.043, 1.185], [-2.624, 0.371, -0.376], [-1.759, -1.774, -0.610], [-0.667, -0.745, -1.507], [-0.137, -1.884, 1.291], [0.361, -2.652, -0.203], [2.086, -1.030, 1.210], [2.895, 0.401, -0.589], [1.452, -0.076, -1.629], [0.230, 0.840, 1.865], [0.750, 0.313, 1.911]], "nbo_charge": [-0.401, -0.178, -0.451, -0.384, -0.451, -0.177, -0.401, 0.203, 0.184, 0.200, 0.207, 0.221, 0.210, 0.196, 0.207, 0.221, 0.200, 0.203, 0.184, 0.003, 0.003], "homo_ev": -8.89, "lumo_energy_ev": 1.232, "gap_ev": 10.124, "smiles": "C=CCCCC=C.[H][H]", "relative_energy_kj_mol": 286.2}

No. 3
{"formula": "C26H44IN2O9S", "method": "ωB97M-V/def2-TZVPD", "species": ["C", "C", "N", "C", "C", "N", "C", "S", "C", "C", "O", "O", "C", "C", "C", "I", "C", "C", "C", "C", "O", "H", "H", "H", "H", "H", "H", "H", "H", "H", "H", "H", "H", "H", "H", "H", "H", "C", "O", "C", "C", "O", "C", "C", "O", "C", "H", "H", "H", "H", "H", "H", "H", "H", "H", "H", "H", "H", "H", "H", "C", "O", "C", "C", "O", "C", "C", "O", "C", "H", "H", "H", "H", "H", "H", "H", "H", "H", "H", "H", "H", "H", "H"], "xyz": [[1.312, -2.639, 3.603], [0.024, -2.117, 4.443], [-0.479, -3.069, 5.416], [-1.616, -2.754, 6.238], [-2.380, -1.388, 6.078], [-3.531, -1.215, 6.990], [-3.035, -0.512, 7.993], [-2.356, 0.522, 9.107], [-1.910, -0.307, 5.021], [-2.674, 1.061, 4.810], [-2.458, 1.925, 3.935], [-3.804, 1.360, 5.671], [-5.049, 1.296, 4.928], [-5.791, -0.125, 4.965], [-7.370, 0.089, 4.576], [-4.988, -1.497, 3.467], [-0.636, -0.702, 4.204], [0.059, 0.218, 3.129], [1.622, 0.611, 3.756], [1.575, 1.399, 5.255], [1.943, 2.073, 3.821], [1.220, -3.787, 3.571], [1.234, -2.217, 2.542], [2.301, -2.365, 4.100], [-0.037, -3.996, 5.568], [-1.983, -3.514, 7.016], [-5.766, 2.053, 5.432], [-4.978, 1.614, 3.834], [-5.813, -0.602, 6.013], [-7.704, 1.166, 4.790], [-7.512, -0.184, 3.478], [-7.971, -0.672, 5.209], [0.247, -0.254, 2.107], [-0.342, 1.269, 2.998], [2.506, -0.183, 3.572], [2.350, 0.583, 5.609], [2.237, 2.235, 5.642], [-2.098, 2.583, 0.505], [-1.062, 2.214, -0.388], [-0.806, 0.818, -0.445], [-0.773, 0.288, -1.882], [-1.982, 0.380, -2.630], [-2.486, 1.683, -2.926], [-1.626, 2.566, -3.831], [-0.373, 2.893, -3.243], [0.748, 2.609, -4.063], [-1.668, 2.911, 1.453], [-2.645, 3.424, 0.063], [-2.817, 1.775, 0.681], [-1.540, 0.245, 0.136], [0.179, 0.652, 0.006], [-0.550, -0.783, -1.821], [0.054, 0.717, -2.445], [-2.757, 2.201, -2.008], [-3.434, 1.515, -3.448], [-2.152, 3.506, -4.013], [-1.499, 2.070, -4.800], [0.567, 1.781, -4.754], [1.580, 2.326, -3.414], [1.032, 3.505, -4.620], [4.220, -0.929, -2.847], [3.831, -1.565, -4.049], [2.627, -1.065, -4.616], [2.781, -0.722, -6.101], [3.700, 0.317, -6.431], [5.081, 0.100, -6.148], [5.775, -1.027, -6.915], [5.238, -2.308, -6.609], [4.853, -3.066, -7.744], [3.901, -1.530, -1.992], [5.314, -0.861, -2.835], [3.823, 0.088, -2.756], [2.258, -0.182, -4.077], [1.873, -1.852, -4.519], [1.804, -0.368, -6.449], [2.985, -1.611, -6.694], [5.236, 0.003, -5.075], [5.584, 1.033, -6.425], [6.832, -1.046, -6.637], [5.723, -0.815, -7.988], [4.560, -2.439, -8.590], [3.992, -3.678, -7.467], [5.671, -3.730, -8.037]], "mulliken_charge": [-1.322, 0.503, -0.013, -0.153, -0.270, -0.493, 0.374, -0.107, 0.546, 0.410, -0.470, -0.307, -0.574, -0.178, -0.931, 0.040, 0.535, -0.539, 0.354, -0.994, -0.377, 0.469, 0.304, 0.286, 0.324, 0.392, 0.358, 0.307, 0.320, 0.331, 0.307, 0.284, 0.003, 0.201, 0.401, 0.202, 0.448, -0.891, -0.333, -0.216, -0.176, -0.520, -0.183, -0.470, -0.312, -0.789, 0.258, 0.325, 0.410, 0.337, 0.223, 0.463, -0.089, -0.052, 0.453, 0.408, 0.320, 0.361, 0.197, 0.333, -0.760, -0.310, 0.045, -0.467, -0.478, -0.228, -0.476, -0.297, -0.829, 0.238, 0.264, 0.333, -0.126, 0.405, 0.489, 0.089, 0.016, 0.426, 0.386, 0.337, 0.400, 0.241, 0.271], "charge": 1, "homo_ev": -10.32, "lumo_energy_ev": -5.347, "gap_ev": 4.976}

No. 4
{"formula": "C4H10S", "method": "ωB97M-V/def2-TZVPD", "species": ["C", "C", "C", "C", "S", "H", "H", "H", "H", "H", "H", "H", "H", "H", "H"], "xyz": [[0.427, 1.328, -1.057], [0.139, -0.155, -0.979], [-0.869, -0.722, 0.044], [-0.474, -0.589, 1.487], [1.251, -0.705, 1.761], [-0.490, 1.705, -1.510], [0.764, 1.784, -0.151], [1.396, 1.281, -1.543], [1.070, -0.717, -0.929], [-0.226, -0.391, -1.937], [-1.872, -0.213, -0.071], [-0.909, -1.830, -0.083], [-0.987, -1.409, 2.013], [-0.951, 0.296, 1.921], [1.731, 0.336, 1.034]], "nbo_charge": [-0.635, -0.401, -0.405, -0.561, -0.014, 0.219, 0.199, 0.223, 0.202, 0.202, 0.204, 0.208, 0.234, 0.209, 0.116], "homo_ev": -8.91, "lumo_energy_ev": 0.938, "gap_ev": 9.847, "smiles": "CCCCS", "relative_energy_kj_mol": 84.1}

No. 5
{"formula": "C41H30F5GeIN6OS3Sr", "method": "ωB97M-V/def2-TZVPD", "species": ["Sr", "O", "N", "C", "C", "C", "C", "C", "S", "H", "H", "H", "H", "S", "C", "N", "N", "C", "C", "C", "C", "C", "C", "N", "N", "C", "C", "C", "C", "C", "C", "H", "H", "H", "H", "H", "H", "H", "H", "H", "H", "H", "F", "C", "C", "F", "C", "F", "C", "S", "C", "F", "C", "F", "Ge", "C", "C", "C", "C", "C", "C", "C", "C", "C", "C", "C", "C", "H", "H", "H", "H", "H", "H", "H", "H", "H", "H", "H", "I", "C", "C", "C", "C", "C", "N", "H", "H", "H", "H"], "xyz": [[-0.366, -1.399, 1.094], [-0.197, -1.090, 3.272], [0.926, -1.203, 3.983], [1.227, -2.443, 4.440], [2.360, -2.703, 5.148], [3.234, -1.632, 5.394], [2.915, -0.387, 4.939], [1.722, -0.106, 4.214], [1.300, 1.441, 3.696], [0.497, -3.193, 4.176], [2.560, -3.709, 5.485], [4.156, -1.791, 5.940], [3.565, 0.458, 5.108], [2.380, -1.350, 0.702], [1.813, -0.665, -0.805], [2.610, -0.638, -1.927], [3.794, -1.164, -1.743], [4.699, -1.259, -2.796], [5.947, -1.832, -2.555], [6.867, -1.931, -3.584], [6.557, -1.462, -4.855], [5.309, -0.894, -5.084], [4.375, -0.787, -4.067], [0.583, -0.173, -0.875], [0.270, 0.366, -2.107], [-0.860, 0.969, -2.195], [-1.850, 1.244, -1.094], [-3.148, 1.824, -1.544], [-3.368, 2.234, -2.794], [-2.324, 2.105, -3.806], [-1.154, 1.525, -3.517], [4.001, -1.556, -0.818], [6.184, -2.198, -1.563], [7.835, -2.377, -3.391], [7.279, -1.540, -5.657], [5.056, -0.529, -6.072], [3.400, -0.350, -4.228], [-2.062, 0.353, -0.496], [-3.922, 1.929, -0.791], [-4.323, 2.668, -3.067], [-2.513, 2.474, -4.807], [-0.374, 1.410, -4.258], [-0.262, -8.718, 1.919], [-0.499, -7.537, 1.331], [-1.236, -7.470, 0.163], [-1.711, -8.600, -0.377], [-1.483, -6.249, -0.438], [-2.209, -6.262, -1.562], [-1.004, -5.043, 0.077], [-1.280, -3.497, -0.684], [-0.282, -5.163, 1.264], [0.167, -4.051, 1.883], [-0.022, -6.367, 1.887], [0.675, -6.410, 3.030], [-0.931, 2.449, 0.229], [-2.088, 3.822, 0.988], [-2.963, 4.608, 0.240], [-3.694, 5.629, 0.834], [-3.550, 5.884, 2.191], [-2.671, 5.119, 2.946], [-1.945, 4.095, 2.351], [0.612, 3.270, -0.610], [0.496, 4.256, -1.589], [1.626, 4.858, -2.122], [2.887, 4.482, -1.674], [3.013, 3.504, -0.698], [1.881, 2.900, -0.166], [-0.423, 1.595, 1.399], [-3.082, 4.425, -0.822], [-4.371, 6.228, 0.238], [-4.119, 6.679, 2.657], [-2.552, 5.314, 4.005], [-1.265, 3.504, 2.953], [-0.484, 4.554, -1.950], [1.526, 5.622, -2.883], [3.770, 4.955, -2.086], [3.994, 3.209, -0.346], [1.987, 2.137, 0.599], [-3.252, 0.470, 3.364], [-4.259, -0.312, 1.716], [-5.602, -0.013, 1.519], [-6.229, -0.570, 0.418], [-5.502, -1.392, -0.428], [-4.167, -1.622, -0.146], [-3.543, -1.084, 0.912], [-6.125, 0.633, 2.209], [-7.275, -0.364, 0.228], [-5.953, -1.851, -1.296], [-3.557, -2.266, -0.768]], "nbo_charge": [1.763, -0.780, -0.016, 0.022, -0.291, -0.190, -0.250, 0.040, -0.347, 0.227, 0.218, 0.208, 0.228, -0.525, 0.226, -0.246, -0.338, 0.225, -0.265, -0.201, -0.248, -0.194, -0.261, -0.521, -0.265, 0.176, -0.700, -0.141, -0.270, -0.248, -0.127, 0.406, 0.214, 0.207, 0.206, 0.208, 0.250, 0.253, 0.211, 0.206, 0.205, 0.217, -0.301, 0.227, 0.264, -0.301, 0.307, -0.301, -0.232, -0.523, 0.277, -0.331, 0.308, -0.308, 1.305, -0.350, -0.231, -0.226, -0.219, -0.205, -0.229, -0.351, -0.224, -0.229, -0.202, -0.214, -0.222, -0.129, 0.212, 0.204, 0.204, 0.209, 0.235, 0.203, 0.203, 0.202, 0.213, 0.244, 0.206, 0.073, -0.286, -0.156, -0.264, 0.050, -0.517, 0.231, 0.216, 0.225, 0.243], "charge": -1, "homo_ev": [-4.64, -4.64], "lumo_energy_ev": [2.005, 1.313], "multiplicity": 2, "gap_ev": [6.644, 5.949], "relative_energy_kj_mol": 0.0}